Record 1
The following is a quantum chemistry calculation of C24H24N2O4 in the gas phase, from the OMol25 dataset.

Summary:
highest occupied orbital energy	-8.76	eV
DFT total energy	-36447.081	eV
energy relative to the best compared isomer or geometry (same formula, charge and spin)	233.2	kJ/mol
HOMO-LUMO gap	8.8	eV
max |F|	0.8	eV/A
structure (SMILES)	C=CCOc1ccc(C(=O)c2ccccc2)c(OCC(=O)NC2(C#N)CCCC2)c1

Geometry as ORCA input:
```
! RIJCOSX wB97M-V def2-TZVPD def2/J DEFGRID3
* xyz 0 1
O -1.5057 -1.2246 3.2352
O 0.6249 2.1282 0.4748
O 3.0902 -0.1912 1.3188
O 0.0784 1.6078 -2.1287
N 1.9977 0.1366 -0.6546
N 0.9020 -1.2524 -3.5008
C -2.1917 1.6771 -3.8335
C 1.4516 -1.1981 -2.5000
C -3.2934 1.9945 -4.6043
C -2.2460 1.8104 -2.4471
C 2.4202 0.4897 0.5684
C -3.4079 2.2891 -1.8448
C 1.5014 -2.2942 -0.3313
C -2.3463 -0.6817 1.1280
C 2.4164 -3.4993 -0.5135
C -1.2499 0.9206 -0.3041
C -0.5016 -1.1547 4.2346
C 0.5656 0.7433 5.4501
C 1.9282 1.8916 0.9647
C -4.5011 2.6199 -2.6235
C -0.3771 0.4659 1.9109
C 3.8021 -2.8610 -0.5399
C 3.6154 -1.6271 -1.4229
C -4.4483 2.4664 -4.0004
C -0.5172 0.1321 5.0088
C -2.2763 0.0067 -0.0598
C -1.3831 -0.4706 2.1209
C 2.1366 -1.1937 -1.2227
C -0.3105 1.1623 0.7121
C -1.0415 1.4797 -1.6568
H -3.2525 1.8788 -5.6771
H 0.4897 -1.3420 3.8026
H 1.9975 2.0030 2.0532
H 2.5587 2.6521 0.4959
H -1.2814 1.3085 -4.2821
H -3.4415 2.4214 -0.7732
H 4.0752 -2.5450 0.4670
H -0.7482 -1.9829 4.9093
H -3.1215 -1.4080 1.3100
H -5.3984 2.9989 -2.1569
H 2.2066 -3.9907 -1.4660
H -2.9944 -0.1967 -0.8397
H 1.4299 0.8014 -1.1912
H 0.3524 0.6613 2.6777
H -5.3080 2.7200 -4.6030
H 1.5537 0.3548 5.2608
H 4.2848 -0.8158 -1.1431
H 4.5702 -3.5297 -0.9244
H 0.5103 1.6508 6.0259
H 0.4630 -2.4869 -0.6028
H 2.3020 -4.2273 0.2878
H 1.5362 -1.9571 0.7043
H -1.5052 0.5289 5.1994
H 3.7879 -1.8709 -2.4729
*
```


Record 2
The following is a quantum chemistry calculation of C4H11N2S as an isolated structure in a non-equilibrium geometry, from the OMol25 dataset.

Summary:
highest occupied orbital energy	-12.08	eV
DFT total energy	-18131.703	eV
energy relative to the best compared isomer or geometry (same formula, charge and spin)	368.2	kJ/mol
HOMO-LUMO gap	8.7	eV
max |F|	5.5	eV/A

Geometry as ORCA input:
```
! RIJCOSX wB97M-V def2-TZVPD def2/J DEFGRID3
* xyz 1 1
S -0.7792 -0.5762 2.1579
N 0.4600 -0.3733 -0.5814
N 1.1052 -2.4406 -1.1411
C 0.1927 0.7814 -0.2702
C -0.2362 1.0514 1.6570
C 0.6585 -1.0751 -1.7987
C -1.0289 2.3376 1.6941
H 0.0975 1.6960 -0.9969
H -0.2500 -0.9827 -2.3006
H -2.1035 -0.1953 2.5006
H -1.5319 2.3629 2.7574
H 0.2012 -2.8413 -0.8714
H -1.7521 2.1892 0.8154
H 1.6260 -2.2496 -0.3181
H 0.7753 1.1371 2.2121
H -0.4032 3.0940 1.4339
H 1.5632 -0.9351 -2.4507
H 1.5117 -3.1141 -1.8041
*
```


Record 3
The following is a quantum chemistry calculation of C19H23N3O2 in the gas phase, from the OMol25 dataset.

Summary:
highest occupied orbital energy	-7.73	eV
DFT total energy	-28642.656	eV
energy relative to the best compared isomer or geometry (same formula, charge and spin)	90.9	kJ/mol
HOMO-LUMO gap	8.5	eV
max |F|	0.6	eV/A
structure (SMILES)	COc1ccccc1Nc1ccc(C(=O)NC2CCCCC2)cn1

Geometry as ORCA input:
```
! RIJCOSX wB97M-V def2-TZVPD def2/J DEFGRID3
* xyz 0 1
O -5.7379 -1.7192 -0.1102
O 2.4993 0.7720 -1.2707
N -1.3147 -1.2461 0.6587
N -3.4490 -0.5363 0.4168
N 2.8172 -0.4635 0.6058
C 0.5825 -0.0351 -0.1430
C 6.8925 0.3784 -0.4375
C -2.1284 -0.2997 0.1789
C 2.0484 0.1338 -0.3361
C -6.9265 0.4134 -0.2256
C 4.8550 -1.0654 -0.6390
C -4.5205 1.6619 0.3596
C -0.2776 0.9128 -0.7097
C -5.6669 2.4169 0.1736
C -6.9342 -2.4206 -0.3415
C -6.8624 1.7965 -0.1278
C 6.3133 1.0214 0.8185
C 6.3790 -1.0502 -0.5863
C -1.6372 0.7937 -0.5537
C -4.5544 0.2804 0.2255
C 4.7893 1.0088 0.7681
C -5.7869 -0.3510 -0.0480
C -0.0132 -1.1140 0.5010
C 4.2730 -0.4258 0.6242
H -6.6631 -3.4752 -0.3303
H 4.5893 -1.0090 1.4975
H 6.6544 0.4707 1.6994
H 6.7219 -1.6500 0.2612
H -7.6717 -2.2275 0.4441
H 4.3751 1.4569 1.6747
H -7.7580 2.3795 -0.2777
H -2.3127 1.4933 -1.0168
H 4.5073 -0.4995 -1.5033
H -5.6209 3.4903 0.2751
H 0.1530 1.7264 -1.2745
H 4.4411 1.5862 -0.0885
H 6.6681 2.0498 0.9095
H 7.9835 0.3799 -0.3885
H 2.3549 -0.9044 1.3824
H -3.6557 -1.4838 0.7047
H -3.5978 2.1452 0.6381
H 6.7808 -1.4984 -1.4969
H -7.8728 -0.0543 -0.4468
H 4.4877 -2.0903 -0.7311
H 6.5920 0.9607 -1.3104
H -7.3654 -2.1697 -1.3158
H 0.5693 -1.9401 0.8923
*
```


Record 4
The following is a quantum chemistry calculation of a 2-piece molecular cluster, CH2N2S2 overall in a non-equilibrium geometry, from the OMol25 dataset.

Summary:
highest occupied orbital energy (spin up / spin down)	-10.09 / -9.55	eV
DFT total energy	-25715.969	eV
energy relative to the best compared isomer or geometry (same formula, charge and spin)	312.8	kJ/mol
HOMO-LUMO gap (spin up / spin down)	7.8 / 7.0	eV
max |F|	1.3	eV/A

Geometry as ORCA input:
```
! RIJCOSX wB97M-V def2-TZVPD def2/J DEFGRID3
* xyz 0 1
S -0.7874 2.1460 -0.5537
S 2.2494 -0.7774 0.2528
N 2.4582 1.0427 -3.0613
N 1.6147 -0.0704 -1.0534
C 2.0765 0.5886 -2.0559
H -1.9912 2.6566 -0.0718
H 1.2659 -1.7533 0.4473
*
```


Record 5
The following is a quantum chemistry calculation of an isolated ion of composition C34H62N7O3S3 and charge +1 in a non-equilibrium geometry, from the OMol25 dataset.

Summary:
highest occupied orbital energy	-10.75	eV
DFT total energy	-85313.917	eV
HOMO-LUMO gap	7.5	eV
max |F|	8.8	eV/A

Geometry as ORCA input:
```
! RIJCOSX wB97M-V def2-TZVPD def2/J DEFGRID3
* xyz 1 1
S -4.0138 2.2665 0.3905
S -1.3598 3.7704 0.9973
S 4.1152 2.6655 -3.1361
O 6.1023 -1.3861 -2.0530
O 4.4212 -2.3942 -3.6210
O 1.7102 2.4560 -1.2867
N -0.0266 -0.4726 -2.9927
N -2.1089 1.7368 2.6894
N 2.3612 -1.0873 -3.3988
N 3.7306 1.0156 -0.7867
N 2.7765 0.7534 0.2187
N 0.1028 1.4947 -4.4739
N 1.4119 0.9673 -4.5628
C -1.1180 -3.4468 3.2501
C -3.7383 2.7302 -1.4032
C -2.9986 -4.8149 0.1532
C 3.0883 2.0635 -1.6898
C -0.8554 0.8425 -7.1628
C -2.5078 2.5807 3.8799
C -1.7061 2.2405 5.2709
C -2.4046 1.1216 -3.2184
C -1.0107 -1.7887 -6.3468
C -0.4963 2.7079 -5.1498
C 1.3390 -0.2258 -3.6635
C -2.1385 -2.2376 2.8194
C -2.7243 0.3553 2.7121
C -0.1790 2.8794 5.3439
C 4.9201 -3.4901 -1.2291
C 1.5479 1.6293 -0.0633
C 2.0045 1.6411 6.4910
C 3.5590 -0.1165 8.7230
C 0.9824 1.7271 5.2110
C -1.8713 -0.4112 -6.7443
C 5.1822 -2.3016 -2.3661
C -2.4767 2.5178 1.4362
C -1.6228 -4.8282 2.4800
C -1.3116 2.2900 -6.5397
C -2.2918 2.2762 -2.0266
C -1.7304 -0.7573 3.4682
C -1.4761 -4.7408 0.8301
C -0.8212 0.6919 -3.5422
C 3.7610 -1.0948 -3.9499
C 1.2862 1.0188 7.8334
C 3.0179 3.0151 -4.6110
C -2.9222 -4.8059 -1.5036
C 2.4710 1.6359 -5.3839
C 2.2910 0.8753 9.1332
H -1.1128 -3.6066 4.4179
H 3.6608 3.6067 -5.4206
H -2.3749 3.7538 3.7029
H 3.6580 -1.1034 -5.1390
H -0.0309 3.7116 4.5241
H 5.9285 -3.9845 -0.8733
H -3.2391 -2.5301 3.0890
H -2.3201 2.7730 6.1438
H -0.9118 -5.6960 0.4348
H -3.6728 2.4424 4.0898
H -2.5775 -0.0659 -5.8620
H -0.9024 -3.7899 0.4591
H 0.2666 0.5523 -6.9353
H 4.3889 -0.1713 -3.6010
H -0.1790 -2.0251 -7.1631
H -3.8131 -4.1919 -1.9549
H 4.4426 0.5721 8.3767
H 0.3367 3.4828 -5.4970
H -3.7704 3.9215 -1.4507
H 3.2122 -0.7872 7.8244
H -1.0415 3.1064 -7.3605
H 2.5102 2.6710 6.7710
H 1.9291 2.0549 -6.3628
H 3.3372 0.9561 -5.7753
H 4.2554 -3.0678 -0.3634
H 1.7481 0.3548 10.0594
H -3.5983 -3.8551 0.4964
H 2.8703 0.8746 6.2000
H -3.7080 0.3779 3.3856
H -0.6087 -0.4899 3.2603
H -2.5443 -0.7378 -7.6689
H -0.4501 -1.6722 -5.3212
H -0.0148 -3.2402 2.8465
H -2.4909 2.3554 -6.3933
H -3.5806 -5.7518 0.5724
H -2.9581 -0.1044 1.6618
H -2.9388 -5.8808 -1.9809
H -1.2554 3.3172 -4.5003
H -2.7683 -5.0599 2.6928
H 2.7609 1.9045 9.4321
H -1.8904 -4.2713 -1.7763
H -1.6042 3.1896 -2.3505
H 0.4656 0.6661 5.1072
H -2.0548 -2.1144 1.6549
H -4.5811 2.3680 -2.1443
H 2.1460 3.7364 -4.3008
H 0.8034 -0.0408 7.6663
H 1.5787 1.9618 4.2071
H 0.0022 3.4249 6.3883
H -2.9419 1.5630 -4.1653
H 0.6614 1.5467 0.6986
H -1.9899 -0.8432 4.6242
H -1.7757 -2.6907 -6.2272
H -1.0233 -5.7752 2.8415
H -1.6925 1.7432 -1.1434
H -1.6488 1.1047 5.5467
H 4.3214 -4.3491 -1.7901
H 3.9122 -0.7922 9.6215
H -3.0246 0.2240 -2.7598
H 0.4115 1.7708 8.1174
H 2.1371 -1.8652 -2.7059
H -0.9267 0.8998 -8.3528
*
```


> Number 5 is which compound?

C34H62N7O3S3